The following is a DFT calculation (ωB97M-V/def2-TZVPD) of a 2-piece molecular cluster, C3H8N2O2 overall at a distorted geometry.

Cartesian coordinates (Å):
C: 2.331 0.263 -0.346
C: 1.019 -0.291 0.425
C: -1.163 0.670 -0.002
H: 3.288 0.462 0.245
H: 2.670 -0.293 -1.260
H: 2.215 1.366 -0.751
H: 1.220 -1.232 0.919
H: 0.914 0.373 1.276
H: -1.890 -1.414 0.701
H: -3.465 0.798 -0.091
H: -2.756 -0.681 -0.559
N: -0.278 -0.404 -0.349
N: -2.485 0.180 -0.225
O: -0.847 -1.692 -0.071
O: -0.774 1.893 0.088

**Largest force on an atom**: 6.85 eV/Å
**E_HOMO**: -9.611 eV
**Net charge**: 0
**Spin multiplicity**: 1
**Energy above the lowest of the compared OMol25 structures with the same formula, charge and spin**: 5.4690 eV
**Lowest unoccupied orbital energy**: 0.0052 Eh

Taken from the natural (NBO) analysis, the atomic charges in e are: number 1, C, carries -0.645; number 2, C, carries -0.249; number 3, C, carries 0.745; number 4, H, carries 0.225; number 5, H, carries 0.214; number 6, H, carries 0.223; number 7, H, carries 0.220; number 8, H, carries 0.204; number 9, H, carries 0.426; number 10, H, carries 0.426; number 11, H, carries 0.408; number 12, N, carries -0.159; number 13, N, carries -0.867; number 14, O, carries -0.564; number 15, O, carries -0.607